{"formula": "C7H17NP", "method": "the ωB97M-V functional and the def2-TZVPD basis", "species": ["P", "N", "C", "C", "C", "C", "C", "C", "C", "H", "H", "H", "H", "H", "H", "H", "H", "H", "H", "H", "H", "H", "H", "H", "H", "H"], "xyz": [[-0.84, 0.31, -2.40], [-0.93, -0.51, 0.28], [-2.32, -0.26, -0.09], [1.35, 0.97, 1.14], [-0.75, -1.92, 0.77], [0.51, 0.73, -3.51], [0.49, 1.80, 1.65], [2.02, -0.19, 1.83], [-0.09, -0.26, -0.98], [-2.50, 0.68, -0.46], [0.20, 1.75, -3.99], [1.01, -0.56, -0.81], [0.02, 1.68, 2.61], [0.27, -2.28, 0.93], [2.04, -0.99, 1.06], [-2.91, -0.23, 0.81], [-0.61, 0.31, 0.93], [1.78, 1.08, 0.15], [1.35, -0.43, 2.74], [0.68, -0.06, -4.32], [1.39, 1.08, -2.90], [-1.22, -1.91, 1.78], [-2.86, -0.96, -0.81], [2.97, 0.07, 2.28], [0.19, 2.72, 1.15], [-1.26, -2.60, 0.15]], "e_tot_ev": -18303.7008, "relative_energy_ev": 2.1320, "total_charge": 1, "homo_energy_ev": -13.504}


{"formula": "C7H17P", "method": "the ωB97M-V functional and the def2-TZVPD basis", "species": ["P", "C", "C", "C", "C", "C", "C", "C", "H", "H", "H", "H", "H", "H", "H", "H", "H", "H", "H", "H", "H", "H", "H", "H", "H"], "xyz": [[-1.31, -1.26, -2.57], [0.21, 0.03, 1.89], [-0.19, -2.53, -0.40], [-0.67, -1.14, -0.81], [-0.97, 1.73, 0.48], [1.52, 1.74, 0.65], [0.41, -0.07, -0.64], [0.28, 0.84, 0.59], [0.20, 0.69, 2.75], [0.15, -2.53, 0.64], [-1.55, -0.89, -0.21], [0.64, -2.85, -1.03], [-1.88, 1.13, 0.42], [-0.91, 2.35, -0.42], [0.42, 0.59, -1.52], [1.60, 2.33, -0.27], [2.42, 1.15, 0.76], [1.38, -0.56, -0.61], [1.45, 2.43, 1.49], [-0.99, -3.26, -0.50], [-0.06, -1.21, -3.18], [-1.05, 2.38, 1.34], [-0.69, -0.58, 1.92], [-1.50, 0.11, -2.74], [1.08, -0.62, 1.97]], "e_tot_ev": -16823.3987, "relative_energy_ev": 0.0000, "homo_energy_ev": -9.167, "smiles": "C[C@H](P)CC(C)(C)C"}


{"formula": "C7H18", "method": "the ωB97M-V functional and the def2-TZVPD basis", "species": ["C", "C", "C", "C", "C", "C", "C", "H", "H", "H", "H", "H", "H", "H", "H", "H", "H", "H", "H", "H", "H", "H", "H", "H", "H"], "xyz": [[1.73, 0.55, 0.40], [-3.05, -0.72, 0.65], [2.83, 1.32, -0.29], [1.60, -0.88, -0.19], [-1.95, -0.66, -0.40], [1.74, 0.65, 1.89], [-2.45, -0.22, -1.93], [2.54, -1.48, 0.02], [-2.46, -0.93, -2.73], [3.69, 1.52, 0.53], [-3.98, -0.87, 0.09], [-1.55, -1.76, -0.48], [3.14, 0.81, -1.14], [1.41, -0.67, -1.29], [-3.30, 0.15, -1.74], [1.31, 1.53, 2.35], [2.75, 0.33, 2.37], [-2.76, -1.47, 1.38], [-1.07, -0.11, -0.36], [0.74, -1.32, 0.35], [0.71, 1.23, 0.18], [-3.31, 0.18, 1.17], [-1.89, 0.68, -2.26], [2.61, 2.27, -0.87], [0.99, -0.13, 2.29]], "e_tot_ev": -7548.1603, "relative_energy_ev": 2.9560, "homo_energy_ev": -10.339, "smiles": "CC(C)C.CCC"}


{"formula": "C7H18", "method": "the ωB97M-V functional and the def2-TZVPD basis", "species": ["C", "C", "C", "C", "C", "C", "C", "H", "H", "H", "H", "H", "H", "H", "H", "H", "H", "H", "H", "H", "H", "H", "H", "H", "H"], "xyz": [[0.76, 1.82, 0.77], [-0.51, -1.43, -0.53], [0.67, 2.88, -0.34], [0.45, 2.30, 2.20], [0.77, -2.00, 0.06], [-1.80, -2.20, -0.05], [-0.43, -1.34, -2.13], [1.55, 2.98, -1.01], [1.34, 2.24, 2.87], [0.28, 3.80, -0.03], [-2.84, -2.30, -0.53], [-0.18, -2.36, -2.57], [0.70, -2.26, 1.12], [0.49, 3.29, 2.15], [-0.20, 1.75, 2.82], [-1.31, -3.25, 0.13], [0.02, 2.49, -1.18], [-0.02, 1.02, 0.49], [1.70, 1.34, 0.73], [-1.33, -1.13, -2.52], [0.45, -0.79, -2.61], [-2.08, -1.99, 0.99], [1.00, -3.03, -0.33], [-0.76, -0.46, -0.30], [1.73, -1.44, 0.01]], "e_tot_ev": -7538.1384, "relative_energy_ev": 2.3791, "total_charge": 1, "homo_energy_ev": [-15.257, -14.418], "multiplicity": 2}


{"formula": "C7H18BO4P", "method": "the ωB97M-V functional and the def2-TZVPD basis", "species": ["P", "O", "O", "O", "O", "C", "C", "C", "C", "C", "C", "C", "B", "H", "H", "H", "H", "H", "H", "H", "H", "H", "H", "H", "H", "H", "H", "H", "H", "H", "H"], "xyz": [[-0.03, -1.55, 0.45], [2.93, -2.45, -1.15], [-1.23, 2.70, -1.70], [0.68, 2.60, -0.52], [3.70, -1.93, 1.07], [-1.97, 1.49, -1.89], [-1.28, 3.27, 0.67], [-1.41, -0.29, -0.10], [0.63, -0.38, 1.72], [1.32, -2.88, 0.79], [-1.19, 0.23, -1.53], [-0.51, 2.80, -0.54], [2.70, -2.40, 0.23], [-0.21, 0.07, 2.25], [-0.89, 4.25, 0.94], [-1.04, 2.59, 1.50], [2.69, -1.63, -1.60], [1.36, -3.09, 1.86], [-1.52, 0.54, 0.60], [0.39, -1.54, -0.92], [-1.04, -2.46, 0.85], [-2.37, -0.83, -0.08], [1.01, -3.79, 0.26], [-2.91, 1.53, -1.32], [-2.23, 1.48, -2.95], [3.93, -1.01, 0.89], [-0.12, 0.39, -1.73], [-1.51, -0.55, -2.23], [1.21, 0.39, 1.21], [1.27, -0.90, 2.43], [-2.35, 3.32, 0.51]], "e_tot_ev": -25706.1294, "homo_energy_ev": -8.290, "smiles": "CC(=O)OCCC[PH2](C)CB(O)O"}


{"formula": "C7H18BiClI2OP2", "method": "the ωB97M-V functional and the def2-TZVPD basis", "species": ["Bi", "I", "I", "Cl", "P", "P", "O", "C", "C", "C", "C", "C", "C", "C", "H", "H", "H", "H", "H", "H", "H", "H", "H", "H", "H", "H", "H", "H", "H", "H", "H", "H"], "xyz": [[0.00, 0.17, -1.65], [-0.01, 1.71, 2.01], [0.01, -1.79, 2.29], [0.00, -0.19, -4.07], [-2.57, -0.01, -0.32], [2.57, -0.01, -0.33], [0.00, 0.12, 4.53], [-3.44, 1.38, -1.12], [3.44, 1.40, -1.12], [-3.46, -1.46, -1.01], [0.00, -0.03, 3.34], [3.26, 0.07, 1.37], [3.46, -1.44, -1.00], [-3.26, 0.05, 1.37], [-4.52, 1.17, -1.22], [-3.01, 1.55, -2.11], [4.51, 1.19, -1.23], [3.30, 2.30, -0.51], [2.93, 0.99, 1.87], [-3.02, -1.71, -1.99], [-3.32, -2.31, -0.32], [-2.93, -0.82, 1.96], [3.04, -1.69, -1.98], [-4.53, -1.25, -1.11], [-4.36, 0.05, 1.28], [3.33, -2.29, -0.32], [4.36, 0.07, 1.28], [2.94, -0.80, 1.96], [4.53, -1.22, -1.10], [-3.31, 2.28, -0.51], [3.00, 1.57, -2.12], [-2.94, 0.97, 1.87]], "e_tot_ev": -62723.0392, "relative_energy_ev": 0.9141, "total_charge": 2, "homo_energy_ev": [-15.745, -15.745]}


{"formula": "C7H18Cl2N2O7S", "method": "the ωB97M-V functional and the def2-TZVPD basis", "species": ["Cl", "Cl", "S", "O", "O", "O", "O", "O", "O", "O", "N", "N", "C", "C", "C", "C", "C", "C", "C", "H", "H", "H", "H", "H", "H", "H", "H", "H", "H", "H", "H", "H", "H", "H", "H", "H", "H"], "xyz": [[1.84, -2.88, -1.53], [4.57, -0.96, -3.12], [-1.91, -0.48, -0.58], [0.37, 2.15, 0.71], [1.76, 2.03, -0.85], [-0.92, 0.14, -1.45], [0.29, -0.92, 1.90], [1.15, 0.19, 3.54], [-1.74, 0.33, 0.80], [-3.29, -0.40, -0.96], [1.21, -0.35, 2.46], [0.65, 2.32, -0.45], [-2.85, 0.72, 1.66], [-1.40, -2.13, -0.19], [-3.12, -0.38, 2.64], [-0.21, 3.06, -1.36], [2.97, -0.51, -2.43], [1.92, -1.60, -2.81], [2.47, -0.13, 1.68], [2.27, -0.47, 0.69], [-2.21, -2.53, 0.46], [-2.52, 1.62, 2.16], [2.16, -2.10, -3.75], [3.06, -0.26, -1.39], [0.96, -1.11, -2.92], [-4.13, -0.52, 2.91], [2.66, 0.96, 1.80], [2.67, 0.44, -2.88], [3.31, -0.69, 2.11], [-3.69, 0.92, 0.90], [-0.22, 2.56, -2.31], [-0.47, -1.94, 0.32], [-1.31, -2.64, -1.11], [-1.18, 3.31, -0.99], [-2.99, -1.35, 2.12], [-2.43, -0.43, 3.56], [0.29, 4.03, -1.34]], "e_tot_ev": -60737.2584, "homo_energy_ev": -10.698, "smiles": "CCOS(C)(=O)=O.C[N+](=O)[O-].C[N+](=O)[O-].ClCCCl"}


{"formula": "C7H18Cl6O4", "method": "the ωB97M-V functional and the def2-TZVPD basis", "species": ["Cl", "Cl", "Cl", "Cl", "Cl", "Cl", "O", "O", "O", "O", "C", "C", "C", "C", "C", "C", "C", "H", "H", "H", "H", "H", "H", "H", "H", "H", "H", "H", "H", "H", "H", "H", "H", "H", "H"], "xyz": [[4.24, 28.96, -4.62], [5.71, 26.58, -3.76], [2.06, 28.14, -1.46], [2.21, 25.61, -3.00], [7.05, 24.45, -7.06], [4.31, 25.05, -8.06], [3.70, 25.43, -5.91], [5.91, 27.66, -6.47], [5.72, 23.78, -4.75], [7.63, 29.89, -5.52], [3.46, 24.65, -4.72], [8.05, 28.60, -5.80], [3.01, 26.64, -1.84], [4.31, 27.22, -4.53], [4.36, 23.38, -4.69], [6.91, 27.53, -5.46], [5.84, 25.77, -7.42], [4.10, 22.90, -3.74], [2.40, 24.39, -4.64], [3.47, 26.90, -3.91], [6.51, 27.74, -4.47], [7.38, 26.55, -5.46], [5.53, 28.53, -6.58], [6.85, 30.11, -6.04], [8.49, 28.52, -6.79], [8.87, 28.36, -5.13], [4.17, 22.62, -5.46], [4.00, 26.91, -2.22], [5.56, 26.26, -6.49], [4.32, 24.83, -6.33], [6.22, 26.48, -8.15], [3.11, 26.11, -0.89], [3.83, 25.24, -3.89], [4.28, 26.73, -5.50], [6.30, 23.02, -4.84]], "e_tot_ev": -90863.7260, "relative_energy_ev": 10.6068, "homo_energy_ev": -8.635}


{"formula": "C7H18ClIrOPr", "method": "the ωB97M-V functional and the def2-TZVPD basis", "species": ["Ir", "Pr", "Cl", "O", "C", "C", "C", "C", "C", "C", "C", "H", "H", "H", "H", "H", "H", "H", "H", "H", "H", "H", "H", "H", "H", "H", "H", "H", "H"], "xyz": [[-0.26, -1.61, -0.42], [-1.28, 1.09, 0.43], [-0.08, 3.22, 0.94], [0.81, -2.12, 1.02], [-3.19, 1.49, -1.00], [3.17, -2.08, 1.30], [-1.53, -2.45, -1.47], [-2.62, 0.39, 2.34], [1.53, -1.37, 3.11], [1.85, -1.37, 1.62], [-0.25, -0.06, -1.74], [-2.15, -3.34, -1.25], [1.35, -2.40, 3.43], [0.00, -0.63, -2.64], [-4.11, 1.18, -0.47], [-3.09, 0.88, -1.92], [1.88, -0.33, 1.27], [0.53, 0.71, -1.57], [-3.27, 2.56, -1.26], [-1.23, 0.44, -1.93], [-3.66, 0.21, 2.02], [-2.13, -0.58, 2.58], [3.01, -3.15, 1.48], [3.45, -1.95, 0.25], [3.99, -1.72, 1.94], [0.64, -0.79, 3.34], [2.37, -0.97, 3.69], [-1.73, -2.10, -2.51], [-2.57, 1.09, 3.19]], "e_tot_ev": -39023.4671, "relative_energy_ev": 0.0000, "total_charge": -1, "homo_energy_ev": [-2.578, -4.394], "multiplicity": 7}